{"formula": "C50H36Cl4N8O2PTi", "method": "ωB97M-V with the def2-TZVPD basis set", "symbols": ["Ti", "Cl", "C", "C", "C", "C", "C", "C", "C", "C", "C", "C", "C", "C", "C", "C", "C", "C", "Cl", "C", "C", "C", "N", "C", "C", "C", "C", "C", "C", "Cl", "C", "C", "C", "C", "C", "C", "N", "C", "C", "C", "C", "C", "N", "C", "C", "C", "C", "Cl", "C", "C", "C", "C", "N", "H", "H", "H", "H", "H", "H", "H", "H", "H", "H", "H", "H", "H", "H", "H", "H", "H", "H", "H", "H", "H", "H", "H", "H", "C", "N", "C", "N", "C", "N", "C", "P", "C", "C", "H", "H", "H", "H", "H", "H", "H", "H", "H", "H", "H", "H", "O", "N", "O"], "xyz": [[1.083, -0.012, -0.734], [-2.778, 8.639, -0.113], [-1.995, 7.099, -0.292], [-2.758, 5.946, -0.360], [-2.122, 4.719, -0.485], [-0.729, 4.627, -0.541], [0.009, 5.806, -0.489], [-0.614, 7.039, -0.365], [-0.096, 3.280, -0.628], [0.762, 2.857, 0.415], [1.301, 3.675, 1.443], [2.185, 2.906, 2.154], [2.156, 1.603, 1.600], [2.783, 0.476, 2.180], [3.572, 0.699, 3.430], [2.916, 0.814, 4.654], [3.629, 0.995, 5.829], [5.013, 1.064, 5.776], [5.916, 1.278, 7.247], [5.686, 0.965, 4.571], [4.958, 0.782, 3.401], [2.594, -0.825, 1.770], [1.848, -1.208, 0.674], [1.697, -2.583, 0.750], [1.008, -3.372, -0.148], [0.895, -4.834, 0.148], [1.873, -5.734, -0.261], [1.756, -7.089, 0.016], [0.648, -7.545, 0.708], [0.494, -9.241, 1.056], [-0.342, -6.670, 1.126], [-0.212, -5.318, 0.841], [0.443, -2.918, -1.362], [-0.021, -3.749, -2.415], [-0.358, -2.930, -3.461], [-0.142, -1.594, -3.032], [0.352, -1.606, -1.756], [-0.492, -0.425, -3.740], [-0.467, 0.845, -3.205], [-1.037, 2.015, -3.840], [-1.018, 3.015, -2.940], [-0.382, 2.512, -1.738], [-0.038, 1.184, -1.925], [-1.046, -0.598, -5.116], [-2.395, -0.894, -5.297], [-2.929, -1.034, -6.569], [-2.100, -0.877, -7.669], [-2.761, -1.041, -9.268], [-0.755, -0.592, -7.514], [-0.234, -0.454, -6.234], [2.417, -3.070, 1.912], [2.986, -2.008, 2.514], [1.278, 1.587, 0.535], [-3.838, 6.006, -0.313], [-2.721, 3.815, -0.526], [1.089, 5.767, -0.577], [-0.030, 7.949, -0.333], [1.065, 4.715, 1.613], [2.795, 3.217, 2.989], [1.832, 0.768, 4.684], [3.120, 1.084, 6.781], [6.766, 1.032, 4.547], [5.476, 0.706, 2.450], [2.740, -5.370, -0.803], [2.519, -7.788, -0.302], [-1.200, -7.044, 1.669], [-0.984, -4.624, 1.160], [-0.062, -4.828, -2.383], [-0.725, -3.217, -4.435], [-1.413, 2.042, -4.853], [-1.361, 4.031, -3.069], [-3.035, -1.013, -4.429], [-3.978, -1.259, -6.711], [-0.123, -0.478, -8.385], [0.820, -0.230, -6.104], [2.481, -4.109, 2.202], [3.602, -1.999, 3.400], [-2.946, 1.646, 2.500], [-2.167, 0.699, 3.302], [-3.010, -0.450, 3.616], [-3.569, -1.109, 2.434], [-4.321, -0.112, 1.670], [-3.533, 1.059, 1.292], [-2.493, 0.694, 0.327], [-1.257, -0.550, 0.964], [-0.943, 0.289, 2.608], [-2.525, -1.754, 1.636], [-2.303, 2.481, 2.213], [-3.759, 2.027, 3.120], [-3.841, -0.105, 4.233], [-2.429, -1.175, 4.188], [-5.157, 0.223, 2.287], [-4.720, -0.579, 0.768], [-1.943, 1.586, 0.035], [-2.957, 0.289, -0.574], [-0.310, 1.159, 2.449], [-0.390, -0.414, 3.238], [-1.998, -2.477, 2.264], [-2.979, -2.303, 0.809], [4.247, 1.086, -2.576], [3.446, 0.245, -2.700], [2.583, 0.168, -1.634]], "multiplicity": 2, "s2": 0.776, "homo_energy_ev": [-6.131, -7.331], "gap_ha": [0.178, 0.204], "max_force_ev_per_a": 1.88, "total_charge": 0}

{"formula": "C12H20N4O3", "method": "ωB97M-V with the def2-TZVPD basis set", "symbols": ["C", "C", "C", "C", "C", "C", "C", "C", "C", "C", "C", "C", "H", "H", "H", "H", "H", "H", "H", "H", "H", "H", "H", "H", "H", "H", "H", "H", "H", "H", "H", "H", "N", "N", "N", "N", "O", "O", "O"], "xyz": [[1.267, -1.558, 0.643], [0.841, -0.990, -0.702], [2.148, -0.624, 1.564], [3.109, 0.048, 0.556], [3.184, 1.302, 0.024], [4.980, 0.082, -0.438], [-1.691, -0.470, -0.102], [-2.384, -1.882, -0.073], [-2.740, 0.386, -0.833], [-2.832, 1.752, -0.306], [-3.529, 1.794, 1.096], [-1.405, 2.229, -0.287], [1.686, -3.459, 1.199], [2.644, -2.955, -0.041], [0.241, -1.718, 1.079], [2.650, -1.175, 2.303], [1.569, 0.179, 2.068], [2.456, 2.093, -0.401], [6.055, -0.082, -0.637], [4.840, 1.916, -1.285], [-0.467, -0.537, -1.897], [-1.745, -0.347, 1.010], [-3.730, 0.069, -0.659], [-2.438, 0.367, -1.899], [-3.436, 2.403, -1.016], [-3.783, 2.835, 1.310], [-4.363, 1.164, 1.309], [-2.739, 1.586, 1.828], [-1.407, 3.353, -0.281], [-0.783, 1.715, 0.485], [-0.798, 2.030, -1.299], [-3.351, -2.890, -1.233], [1.760, -2.915, 0.339], [4.165, -0.728, 0.182], [4.414, 1.252, -0.638], [-0.521, -0.702, -0.891], [1.685, -0.856, -1.573], [-3.112, -2.199, 0.853], [-2.443, -2.470, -1.356]], "smiles": "CC(C)C[C@H](NC(=O)[C@@H](N)Cc1c[nH]cn1)C(=O)O", "homo_energy_ev": -8.321, "gap_ha": 0.328, "max_force_ev_per_a": 4.45, "total_charge": 0}

{"formula": "C19H37O6", "method": "ωB97M-V with the def2-TZVPD basis set", "symbols": ["C", "C", "C", "C", "O", "H", "H", "H", "H", "H", "H", "H", "C", "C", "O", "C", "H", "H", "H", "H", "H", "H", "C", "C", "O", "C", "H", "H", "H", "H", "H", "H", "C", "C", "O", "C", "H", "H", "H", "H", "H", "H", "C", "C", "O", "C", "H", "H", "H", "H", "H", "H", "C", "C", "O", "C", "H", "H", "H", "H", "H", "H"], "xyz": [[-4.348, 1.683, -4.941], [-3.189, 1.056, -4.033], [-3.771, 0.064, -2.920], [-2.662, -0.010, -1.775], [-1.629, -0.681, -2.046], [-3.863, 2.077, -5.897], [-4.805, 2.614, -4.440], [-5.132, 0.923, -5.248], [-2.725, 1.926, -3.442], [-3.963, -1.000, -3.298], [-4.762, 0.408, -2.443], [-2.763, 0.539, -0.777], [0.181, 0.553, 0.123], [-0.192, 1.862, 0.766], [-0.939, 2.649, 0.220], [0.401, 2.162, 2.121], [-0.317, 0.468, -0.847], [1.262, 0.511, -0.032], [-0.143, -0.275, 0.755], [1.491, 2.188, 2.052], [0.087, 1.402, 2.840], [0.048, 3.136, 2.464], [-0.553, 4.402, -4.087], [-1.788, 4.598, -4.925], [-2.462, 3.657, -5.278], [-2.152, 6.012, -5.307], [-0.417, 3.336, -3.890], [0.324, 4.775, -4.622], [-0.663, 4.923, -3.133], [-1.347, 6.457, -5.897], [-2.334, 6.605, -4.408], [-3.062, 6.000, -5.909], [0.364, -4.469, 2.774], [0.015, -3.096, 2.270], [0.877, -2.266, 2.049], [-1.442, -2.788, 2.050], [1.447, -4.548, 2.887], [-0.101, -4.636, 3.747], [0.031, -5.226, 2.060], [-1.987, -2.883, 2.992], [-1.857, -3.468, 1.304], [-1.546, -1.765, 1.687], [2.863, -2.356, 6.705], [1.646, -2.168, 5.838], [0.968, -3.113, 5.489], [1.304, -0.764, 5.419], [2.987, -3.417, 6.929], [3.752, -2.002, 6.180], [2.737, -1.813, 7.644], [2.124, -0.339, 4.837], [1.109, -0.149, 6.301], [0.407, -0.780, 4.798], [3.955, -2.339, 0.722], [4.651, -2.177, -0.602], [5.843, -1.938, -0.666], [3.814, -2.322, -1.846], [4.679, -2.209, 1.529], [3.174, -1.584, 0.827], [3.525, -3.339, 0.796], [3.026, -1.565, -1.854], [3.377, -3.321, -1.885], [4.445, -2.180, -2.725]], "homo_energy_ev": -0.899, "gap_ha": 0.106, "max_force_ev_per_a": 3.40, "total_charge": -1}

{"formula": "C28H46BN7SeSr", "method": "ωB97M-V with the def2-TZVPD basis set", "symbols": ["Sr", "C", "C", "C", "C", "C", "C", "C", "C", "C", "N", "N", "B", "N", "N", "C", "C", "C", "C", "C", "C", "C", "C", "C", "N", "N", "C", "C", "C", "C", "C", "C", "C", "C", "C", "H", "H", "H", "H", "H", "H", "H", "H", "H", "H", "H", "H", "H", "H", "H", "H", "H", "H", "H", "H", "H", "H", "H", "H", "H", "H", "H", "H", "H", "H", "H", "H", "H", "H", "H", "H", "H", "H", "H", "H", "H", "H", "H", "H", "H", "H", "Se", "C", "N"], "xyz": [[-0.068, 2.646, -1.207], [3.617, 2.068, -2.972], [4.131, 0.669, -2.662], [4.344, -0.130, -3.947], [3.234, -0.082, -1.716], [3.469, -1.330, -1.116], [2.355, -1.579, -0.342], [2.105, -2.764, 0.542], [3.297, -3.000, 1.471], [1.828, -4.025, -0.281], [1.507, -0.540, -0.479], [2.064, 0.401, -1.344], [0.129, -0.008, -0.007], [0.048, 0.703, 1.385], [0.096, 2.080, 1.251], [0.086, 2.579, 2.484], [0.013, 1.547, 3.424], [-0.022, 0.379, 2.683], [-0.197, -1.034, 3.150], [1.002, -1.514, 3.965], [-1.486, -1.155, 3.965], [0.101, 4.072, 2.696], [-1.167, 4.526, 3.418], [0.280, 4.846, 1.397], [-1.225, -0.540, -0.556], [-1.864, 0.493, -1.240], [-3.018, -0.010, -1.660], [-3.134, -1.357, -1.296], [-1.976, -1.645, -0.594], [-1.544, -2.957, -0.009], [-1.513, -4.030, -1.099], [-2.450, -3.398, 1.140], [-3.985, 0.834, -2.449], [-3.398, 1.238, -3.799], [-5.324, 0.129, -2.634], [4.317, 2.600, -3.617], [3.480, 2.666, -2.069], [2.661, 2.024, -3.501], [5.102, 0.768, -2.164], [3.396, -0.261, -4.476], [4.746, -1.124, -3.746], [5.035, 0.387, -4.615], [4.339, -1.959, -1.220], [1.227, -2.548, 1.159], [4.166, -3.312, 0.887], [3.076, -3.794, 2.187], [3.580, -2.104, 2.022], [2.720, -4.298, -0.849], [1.016, -3.883, -0.994], [1.574, -4.865, 0.369], [0.167, 0.866, -0.701], [-0.034, 1.638, 4.497], [-0.294, -1.663, 2.260], [1.073, -0.946, 4.895], [1.939, -1.383, 3.426], [0.900, -2.569, 4.226], [-1.394, -0.586, 4.893], [-1.689, -2.194, 4.229], [-2.346, -0.762, 3.423], [0.955, 4.299, 3.343], [-2.050, 4.301, 2.816], [-1.148, 5.602, 3.595], [-1.286, 4.023, 4.378], [-0.600, 4.748, 0.751], [1.169, 4.538, 0.842], [0.380, 5.917, 1.573], [-3.941, -2.034, -1.516], [-0.529, -2.832, 0.380], [-2.525, -4.228, -1.456], [-1.108, -4.967, -0.711], [-0.915, -3.724, -1.959], [-3.460, -3.590, 0.769], [-2.522, -2.645, 1.923], [-2.078, -4.323, 1.586], [-4.164, 1.746, -1.868], [-3.194, 0.353, -4.406], [-2.457, 1.781, -3.695], [-4.089, 1.877, -4.351], [-5.207, -0.777, -3.234], [-6.029, 0.778, -3.155], [-5.770, -0.159, -1.682], [0.285, 7.748, -1.842], [0.144, 5.963, -2.038], [0.052, 4.798, -2.128]], "homo_energy_ev": -7.421, "gap_ha": 0.281, "max_force_ev_per_a": 0.91, "total_charge": 0}

{"formula": "C4H3CeO5", "method": "ωB97M-V with the def2-TZVPD basis set", "symbols": ["O", "C", "C", "C", "O", "C", "O", "O", "O", "H", "H", "H", "Ce"], "xyz": [[3.885, 0.274, 0.768], [2.875, 0.645, 0.387], [0.302, -0.843, -0.581], [-1.100, -1.217, -0.146], [-1.959, -0.101, -0.352], [-1.662, 1.026, 0.318], [-0.372, 1.247, 0.252], [-2.467, 1.523, 1.067], [1.315, -1.201, 0.064], [0.414, -0.600, -1.657], [-1.081, -1.495, 0.915], [-1.472, -2.018, -0.798], [1.321, 2.759, -0.236]], "multiplicity": 2, "s2": 0.753, "homo_energy_ev": [-17.159, -17.166], "gap_ha": [0.181, 0.201], "max_force_ev_per_a": 7.29, "total_charge": 2}